The following is a DFT calculation (ωB97M-V/def2-TZVPD) of 4 unconnected molecules or ions with the total composition C3H16NO3.

Last column: Löwdin charge in e.
Element x y z (Å)
C -2.962 -0.372 -0.225  -0.114
C -1.886 -1.101 0.539  -0.226
N -0.583 -0.945 -0.184  -0.058
C 0.511 -1.810 0.274  -0.093
H -3.081 -0.766 -1.236  0.076
H -3.936 -0.472 0.244  0.078
H -2.708 0.675 -0.393  0.060
H -1.741 -0.645 1.517  0.115
H -2.093 -2.162 0.666  0.120
H -0.257 0.046 -0.073  0.097
H -0.823 -1.108 -1.165  0.110
H 1.211 -2.023 -0.532  0.085
H 0.177 -2.788 0.626  0.091
H 1.053 -1.317 1.075  0.073
H 1.873 1.435 1.403  0.000
H 1.548 1.736 -0.072  -0.031
O 1.601 1.006 0.576  -0.203
H 0.742 -0.153 -3.489  0.032
H 0.944 0.448 -2.108  -0.016
O 0.355 -0.164 -2.602  -0.169
H 2.685 3.756 2.025  0.034
H 4.010 3.629 1.324  0.042
O 3.359 3.095 1.809  -0.104

Force components x, y, z for each atom (eV/Å):
C -0.11 -0.01 -0.77
C 0.27 0.45 0.45
N -0.86 -0.36 0.24
C 0.76 -0.86 0.25
H 0.07 -0.28 -0.02
H -0.02 0.15 0.28
H -0.04 0.12 0.39
H -0.04 -0.12 0.15
H 0.05 0.01 -0.09
H 0.05 -0.01 -0.30
H 0.74 0.26 -0.28
H -0.08 0.44 -0.14
H -0.46 0.23 -0.04
H -0.08 0.13 -0.04
H 0.16 0.07 -0.12
H 0.00 0.00 -0.05
O -0.31 -0.28 0.04
H -0.15 -0.07 -0.02
H -0.15 0.15 0.10
O 0.24 -0.07 -0.13
H 0.00 -0.23 0.04
H -0.12 -0.43 0.08
O 0.09 0.71 -0.02

Computed properties:
- energy above the lowest of the compared OMol25 structures with the same formula, charge and spin (kJ/mol) = 0.0
- HOMO energy (alpha / beta) (eV) = -2.73 / -10.84
- spin multiplicity = 2
- expectation value of S² = 0.751
- net charge = 0
- largest force on an atom (eV Å⁻¹) = 1.18
- E (eV) = -11000.00347